(1)
Here is a molecular structure, C32H38BrF4MnNPSi3 from OMol25. Energies are from ωB97M-V with the def2-TZVPD basis set.

Each line ends with the Mulliken charge.
Element x y z (Å)
Mn -0.2013 0.0338 0.1080  -0.574
C 1.4623 1.2922 -2.7175  -0.992
Si 1.9227 -0.3032 -1.8469  0.228
C 0.5885 -1.5626 -2.3056  -0.973
C 3.5995 -0.8348 -2.4556  -0.956
C 1.8887 -0.1772 0.0650  1.867
Si 2.7706 -1.6318 0.9696  0.373
C 4.5970 -1.2240 1.0366  -1.186
C 2.6370 -3.2904 0.1064  -1.031
C 2.1306 -1.7961 2.7356  -1.409
Si 2.5236 1.4714 0.7622  -1.105
C 2.6443 1.5268 2.6210  -1.131
C 4.0857 2.0653 -0.0632  -0.974
C 1.1389 2.6741 0.2937  0.567
C 1.2877 4.0510 0.2316  -0.779
C 0.2232 4.8560 -0.1437  -0.560
C -0.9869 4.2573 -0.4574  -1.228
C -1.0873 2.8857 -0.3716  -0.130
N -0.0575 2.1057 -0.0017  0.442
H 1.6291 1.1283 -3.7866  0.532
H 2.0726 2.1494 -2.4265  0.283
H 0.4145 1.5793 -2.6029  0.227
H 0.4943 -1.5684 -3.3957  0.475
H -0.4328 -1.3720 -1.9417  0.246
H 0.8492 -2.5712 -1.9825  0.293
H 3.5482 -0.9021 -3.5461  0.447
H 3.9252 -1.8015 -2.0786  0.313
H 4.3628 -0.0936 -2.2109  0.318
H 5.0355 -1.0646 0.0507  0.358
H 5.0830 -2.1040 1.4702  0.399
H 4.8507 -0.3769 1.6748  0.358
H 3.2160 -3.3202 -0.8168  0.288
H 1.6363 -3.6592 -0.1164  0.293
H 3.0964 -4.0177 0.7836  0.426
H 2.9631 -1.6234 3.4219  0.460
H 1.7678 -2.8070 2.9337  0.494
H 1.3462 -1.0958 3.0275  0.348
H 3.3986 0.8555 3.0320  0.344
H 1.6913 1.3016 3.1051  0.337
H 2.9207 2.5443 2.9121  0.444
H 4.9294 1.4006 0.1177  0.425
H 4.3515 3.0398 0.3571  0.473
H 3.9739 2.1905 -1.1414  0.344
H 2.2462 4.4936 0.4713  0.476
H 0.3367 5.9309 -0.1970  0.460
H -1.8438 4.8378 -0.7682  0.517
H -2.0125 2.3917 -0.6300  0.394
F -4.0608 -5.9222 0.3731  -0.247
C -3.8020 -4.6365 0.2876  0.551
C -4.7868 -3.7452 -0.1067  0.184
F -5.9953 -4.1789 -0.3960  -0.248
C -4.4918 -2.3906 -0.1908  0.572
F -5.4739 -1.5688 -0.5435  -0.272
C -3.2298 -1.8875 0.0897  -0.731
P -2.8169 -0.1221 -0.0613  0.838
C -3.5502 0.5280 -1.5758  0.637
C -2.7402 0.5911 -2.7112  -0.188
C -3.2393 1.0898 -3.9034  -0.820
C -4.5503 1.5415 -3.9638  -0.623
C -5.3597 1.4941 -2.8352  -0.876
C -4.8661 0.9901 -1.6432  -0.385
C -3.5881 0.6585 1.3764  1.262
C -4.0241 1.9826 1.3487  -0.047
C -4.5091 2.5758 2.5047  -1.001
C -4.5557 1.8593 3.6918  -0.632
C -4.1179 0.5421 3.7263  -0.784
C -3.6330 -0.0573 2.5750  -0.971
C -2.2747 -2.8098 0.5056  0.327
Br -0.5306 -2.2864 1.0870  -0.168
C -2.5356 -4.1599 0.6072  0.417
F -1.6011 -5.0107 1.0082  -0.303
H -1.7117 0.2508 -2.6743  0.094
H -2.6083 1.1277 -4.7814  0.479
H -4.9434 1.9339 -4.8922  0.443
H -6.3815 1.8451 -2.8856  0.461
H -5.5083 0.9479 -0.7729  0.546
H -4.0119 2.5513 0.4279  0.518
H -4.8611 3.5984 2.4743  0.464
H -4.9416 2.3245 4.5889  0.435
H -4.1620 -0.0218 4.6483  0.472
H -3.3090 -1.0911 2.6149  0.374

Total charge: +2
Spin multiplicity: 5
Largest force on an atom, eV/A: 0.4
⟨S²⟩: 6.483
E_HOMO (alpha / beta), eV: -14.21 / -14.44


(2)
Here is a molecular structure, C32H38BrN7O7PSSc in a non-equilibrium geometry from OMol25. Energies are from ωB97M-V with the def2-TZVPD basis set.

Each line ends with the Mulliken charge.
Element x y z (Å)
Sc 0.0718 -0.3014 -1.8295  0.031
O -0.4448 3.2740 -3.5793  -0.753
C -1.1391 2.4066 -3.0691  -0.153
O -0.8076 1.1860 -2.8645  -0.064
C -2.5465 2.7479 -2.6175  1.064
C -3.3196 3.6184 -3.3750  -0.684
C -4.6161 3.9067 -2.9957  -0.610
C -5.1229 3.3631 -1.8243  -0.870
C -4.3362 2.5342 -1.0487  -0.009
C -3.0421 2.1971 -1.4387  -0.327
P -1.9786 0.9889 -0.4064  1.847
C -2.2231 1.9752 1.1206  -0.065
C -2.3469 1.4667 2.4098  -0.426
C -2.4433 2.3189 3.4981  -0.824
C -2.4270 3.6929 3.3203  -0.637
C -2.2364 4.2104 2.0488  -0.699
C -2.1163 3.3605 0.9683  -0.542
C -3.3604 -0.2084 -0.5915  0.838
C -4.3019 -0.5144 0.3799  0.146
C -5.3711 -1.3420 0.0827  -0.649
C -5.5025 -1.8906 -1.1797  -0.703
C -4.5610 -1.5982 -2.1530  -0.789
C -3.5065 -0.7532 -1.8662  -0.343
H -2.8898 4.0470 -4.2695  0.505
H -5.2348 4.5532 -3.6056  0.360
H -6.1357 3.5925 -1.5147  0.403
H -4.7308 2.1337 -0.1214  0.361
H -2.3350 0.3972 2.5506  0.358
H -2.5405 1.9106 4.4982  0.374
H -2.5433 4.3600 4.1647  0.353
H -2.1800 5.2803 1.8975  0.420
H -1.9327 3.7744 -0.0144  0.427
H -4.1957 -0.1145 1.3775  0.168
H -6.1084 -1.5580 0.8462  0.386
H -6.3305 -2.5519 -1.4039  0.333
H -4.6460 -2.0270 -3.1420  0.439
H -2.7794 -0.5183 -2.6454  0.289
O 0.0740 -2.6537 0.9493  -0.811
S -1.0403 -1.9563 0.3269  2.022
O -2.3034 -2.6233 0.5452  -0.861
O -1.0723 -0.5416 0.8609  -0.815
O -0.7736 -1.8104 -1.1479  -0.325
O 4.1096 1.3667 -1.1013  -0.750
C 2.9971 0.9920 -1.2497  0.952
N 1.8938 0.6197 -1.4138  -0.749
C 2.8015 -2.2970 -0.3737  0.104
N 3.7785 -3.3599 -0.1107  0.008
C 4.9080 -3.1828 -1.0115  -0.797
N 4.5197 -3.2042 -2.4195  -0.010
C 3.5248 -2.1449 -2.6340  -0.702
N 2.3552 -2.3094 -1.7694  1.132
C 1.7649 -3.6245 -2.0516  -0.680
N 2.7199 -4.7150 -1.8176  0.002
C 3.1402 -4.6319 -0.4228  -0.775
C 3.8719 -4.4843 -2.6809  -0.743
H 3.2667 -1.3339 -0.1531  -0.409
H 1.9284 -2.4383 0.2709  -0.051
H 5.6258 -3.9967 -0.8349  0.378
H 5.3897 -2.2245 -0.7946  0.376
H 3.2022 -2.1712 -3.6802  0.220
H 3.9983 -1.1800 -2.4283  0.180
H 1.4541 -3.6595 -3.1010  0.306
H 0.8965 -3.7663 -1.4015  0.061
H 3.8498 -5.4421 -0.2089  0.349
H 2.2556 -4.7403 0.2092  0.385
H 3.5321 -4.5004 -3.7216  0.375
H 4.6092 -5.2853 -2.5301  0.321
Br 0.2254 -1.4220 -4.1583  -0.677
C 3.5780 0.7461 2.1975  -0.773
C 3.6380 1.3667 3.6122  -0.869
N 2.2869 1.6209 4.1067  -0.212
C 1.6273 2.5631 3.2031  -0.744
C 1.6013 1.9951 1.7638  0.400
N 2.1988 0.6714 1.7556  0.390
C 1.4470 -0.1907 2.6537  0.706
C 1.5372 0.3636 4.0962  -0.942
H 3.9760 -0.2707 2.1932  0.402
H 4.1427 1.3412 1.4777  0.481
H 4.1671 2.3240 3.6115  0.314
H 4.1327 0.6998 4.3235  0.343
H 2.1847 3.5038 3.2452  0.232
H 0.6237 2.7464 3.5950  0.317
H 2.1693 2.6276 1.0779  0.704
H 0.5822 1.8989 1.3844  -0.952
H 1.8426 -1.2058 2.5839  0.590
H 0.4216 -0.2287 2.2881  -0.992
H 2.0534 -0.3322 4.7651  0.249
H 0.5470 0.5630 4.5129  0.387

Total charge: -2
Largest force on an atom, eV/A: 3.9
Energy above the lowest of the compared OMol25 structures with the same formula, charge and spin, kJ/mol: 200.49
E_HOMO, eV: -2.93


(3)
Here is 5 unconnected molecules or ions with the total composition C32H38ClN6O6P in a non-equilibrium geometry from OMol25. Energies are from ωB97M-V with the def2-TZVPD basis set.

Each line ends with the Mulliken charge.
Element x y z (Å)
C 0.1338 -2.2897 -1.5342  -1.239
C -0.2959 -2.9328 -2.6214  -0.539
C -1.5638 -2.7438 -3.4708  1.881
C -1.0661 -2.9026 -4.9345  -1.912
N -2.5255 -3.8091 -3.0943  -0.181
C -3.4629 -3.3533 -2.1662  -0.585
O -4.3107 -4.0293 -1.6659  -0.585
C -3.1726 -1.8675 -1.9393  0.548
P -4.4009 -0.8650 -1.0579  0.995
N -4.8457 -1.6079 0.2223  -1.005
O -5.6121 -0.4924 -2.0345  -0.541
O -3.6693 0.5335 -0.7798  -0.308
C -2.3997 -1.4470 -3.2179  1.935
C -1.4818 -0.2187 -3.0329  -1.008
C -2.0827 1.1574 -3.3172  -0.949
O -1.9064 1.5259 -4.7049  -0.359
C -0.7651 2.2223 -4.9280  0.160
O 0.1196 1.8282 -5.6115  -0.454
C -3.3926 -1.1272 -4.3904  -1.707
C -4.1320 -2.2608 -5.0788  0.045
O -3.7924 -2.8183 -6.0549  -0.447
Cl -5.7221 -2.6878 -4.3819  -0.199
H -0.4968 -1.7636 -0.8250  0.335
H 1.1984 -2.2793 -1.3123  0.223
H 0.3227 -3.7546 -2.9861  0.573
H 0.0186 -2.9939 -4.9719  0.504
H -1.3991 -2.1062 -5.5937  0.330
H -1.4768 -3.8334 -5.3342  0.426
H -2.1127 -4.6840 -2.7928  0.424
H -2.4091 -1.8926 -1.1445  -0.609
H -4.6253 -1.0977 1.0699  0.231
H -6.2632 -1.2116 -1.9998  0.376
H -4.0879 1.3045 -1.1902  0.306
H -0.6008 -0.3202 -3.6756  0.412
H -1.1413 -0.2028 -1.9964  0.296
H -3.1429 1.2529 -3.0935  0.144
H -1.5694 1.8928 -2.6839  0.487
H -0.7461 3.2156 -4.4475  0.403
H -4.1486 -0.4191 -4.0441  0.812
H -2.8331 -0.6561 -5.2028  0.788
C -3.1970 4.5599 2.8061  -0.166
C -3.1866 5.2467 1.6024  -0.644
C -3.2831 4.5175 0.4274  -0.325
N -3.3825 3.1892 0.3891  -0.143
C -3.3875 2.5419 1.5538  0.137
C -3.2988 3.1787 2.7829  -0.810
H -3.1279 5.0925 3.7461  0.477
H -3.1081 6.3247 1.5710  0.385
H -3.2826 5.0210 -0.5331  0.386
H -3.4665 1.4634 1.4919  0.295
H -3.3108 2.6010 3.6968  0.399
C 4.9175 0.4716 1.1858  -0.099
C 3.6750 0.2913 1.7710  -0.550
C 2.6403 -0.1919 0.9853  -0.235
N 2.7756 -0.4896 -0.3054  -0.229
C 3.9755 -0.3104 -0.8545  -0.270
C 5.0757 0.1637 -0.1558  -0.631
H 5.7503 0.8484 1.7671  0.447
H 3.5049 0.5223 2.8126  0.343
H 1.6549 -0.3446 1.4109  0.472
H 4.0563 -0.5580 -1.9075  0.364
H 6.0276 0.2887 -0.6535  0.388
C 7.6985 -2.6973 4.3823  -0.447
C 6.8286 -1.8476 3.7179  -0.255
C 5.5981 -2.3440 3.3128  -0.076
N 5.2051 -3.5986 3.5258  -0.487
C 6.0512 -4.4037 4.1635  -0.258
C 7.3024 -4.0048 4.6115  -0.316
H 8.6673 -2.3474 4.7150  0.369
H 7.0966 -0.8189 3.5159  0.318
H 4.8906 -1.7110 2.7923  0.412
H 5.7078 -5.4201 4.3226  0.365
H 7.9472 -4.7041 5.1261  0.362
C 1.3224 4.4449 5.5457  -0.277
C 2.1743 3.3651 5.7154  -0.556
C 2.1667 2.3657 4.7550  -0.100
N 1.3847 2.3766 3.6783  -0.301
C 0.5719 3.4200 3.5288  -0.278
C 0.5042 4.4748 4.4277  -0.377
H 1.2978 5.2481 6.2708  0.372
H 2.8321 3.2970 6.5709  0.373
H 2.8231 1.5069 4.8537  0.327
H -0.0569 3.4081 2.6451  0.448
H -0.1752 5.2976 4.2519  0.382

Total charge: 0
SMILES string: C=C[C@@]1(C)NC(=O)[C@H](P(=N)(O)O)[C@]1(CCOC=O)CC(=O)Cl.c1ccncc1.c1ccncc1.c1ccncc1.c1ccncc1
Largest force on an atom, eV/A: 1.8
E_HOMO, eV: -8.80